{"formula": "C16H17B3F3NO3S", "method": "the ωB97M-V functional and the def2-TZVPD basis", "elements": ["F", "C", "F", "F", "C", "C", "B", "O", "B", "O", "B", "N", "C", "S", "O", "H", "H", "H", "H", "H", "C", "C", "C", "C", "C", "C", "H", "H", "H", "H", "H", "H", "C", "C", "C", "C", "C", "C", "H", "H", "H", "H", "H", "H"], "coordinates": [[4.86, -1.60, -0.09], [3.55, -1.50, 0.48], [3.55, -0.70, 1.64], [3.22, -2.84, 0.91], [2.46, -1.11, -0.62], [1.96, 0.41, -0.56], [0.53, 0.57, 0.23], [-0.50, 1.51, -0.14], [-1.71, 0.73, -0.28], [-2.13, -0.02, 0.90], [-1.00, -0.94, 1.11], [-1.24, -2.41, 1.01], [-1.15, -2.80, -0.22], [-1.47, -3.39, -1.73], [0.30, -0.32, 1.36], [2.91, -1.27, -1.67], [1.55, -1.80, -0.51], [1.72, 0.71, -1.65], [2.75, 1.16, -0.21], [-2.34, 0.59, -1.27], [1.74, 0.72, 6.51], [1.86, 0.07, 5.29], [1.14, 0.52, 4.18], [0.30, 1.63, 4.30], [0.19, 2.28, 5.53], [0.90, 1.83, 6.63], [2.30, 0.37, 7.37], [2.52, -0.79, 5.19], [1.23, 0.01, 3.23], [-0.25, 1.98, 3.44], [-0.46, 3.15, 5.62], [0.80, 2.33, 7.59], [-1.43, 0.22, -4.43], [-2.38, -0.77, -4.20], [-3.46, -0.91, -5.07], [-3.58, -0.07, -6.17], [-2.63, 0.92, -6.40], [-1.56, 1.07, -5.53], [-0.59, 0.33, -3.75], [-2.27, -1.44, -3.35], [-4.20, -1.68, -4.89], [-4.42, -0.18, -6.85], [-2.73, 1.58, -7.25], [-0.82, 1.84, -5.70]], "nbo_charge": [-0.3379, 0.9884, -0.3244, -0.3519, -0.4771, -0.7944, 1.1931, -0.8884, 0.9897, -0.8816, 1.2501, -0.6839, 0.2544, 0.0489, -0.9087, 0.2521, 0.2401, 0.2451, 0.2745, -0.0846, -0.2185, -0.2194, -0.1709, -0.2275, -0.2190, -0.2160, 0.2115, 0.2119, 0.2167, 0.2081, 0.2110, 0.2115, -0.2368, -0.1656, -0.2202, -0.2154, -0.2114, -0.2120, 0.2050, 0.1993, 0.2117, 0.2143, 0.2145, 0.2138], "total_energy_ha": -1672.9202, "gap_ha": 0.3110, "lumo_ev": -0.8}